DFT (ωB97M-V/def2-TZVPD) results for C22H44IrN5O2SSi as an isolated structure at a distorted geometry.

XYZ file:
```
76
Properties=species:S:1:pos:R:3:lowdin_spin:R:1
Ir 0.294 0.234 0.199 0.3794
C 3.106 0.456 -2.789 0.0010
C 2.913 0.186 -1.323 0.0086
C 2.520 -1.098 -0.896 0.0020
C 2.158 -2.121 -1.940 0.0002
C 2.650 -1.444 0.472 0.0028
C 2.581 -2.874 0.936 0.0011
C 3.067 -0.468 1.400 0.0070
C 3.297 -0.873 2.826 0.0165
C 3.293 0.849 0.984 -0.0003
C 3.757 1.855 1.998 0.0005
C 3.196 1.182 -0.379 -0.0066
C 3.453 2.593 -0.829 -0.0014
H 2.193 0.831 -3.248 0.0003
H 3.386 -0.453 -3.311 0.0001
H 3.904 1.176 -2.942 0.0002
H 3.064 -2.544 -2.377 0.0003
H 1.578 -1.655 -2.733 0.0001
H 1.574 -2.936 -1.526 -0.0001
H 1.813 -3.018 1.696 0.0016
H 3.532 -3.138 1.396 0.0001
H 2.405 -3.573 0.126 0.0000
H 3.220 -0.031 3.504 0.0017
H 4.294 -1.302 2.940 0.0009
H 2.572 -1.617 3.150 0.0073
H 4.735 1.556 2.376 0.0000
H 3.075 1.900 2.847 0.0007
H 3.857 2.849 1.576 0.0000
H 2.932 3.304 -0.190 -0.0002
H 3.107 2.759 -1.843 0.0000
H 4.518 2.826 -0.793 -0.0005
N 0.378 2.863 1.795 0.0005
N -0.284 3.843 1.050 0.0010
C -0.387 3.653 -0.293 0.0012
N -0.828 4.657 -1.065 0.0004
N -0.039 2.461 -0.739 -0.0022
N -0.236 2.062 -1.996 -0.0022
O -0.808 2.752 -2.850 -0.0028
O 0.129 0.873 -2.181 -0.0042
H -0.100 2.696 2.676 0.0067
H 1.346 3.113 1.982 0.0007
H -0.308 4.802 1.381 -0.0001
H -1.203 5.497 -0.663 0.0001
H -1.045 4.408 -2.030 0.0000
C -2.152 -1.197 -2.332 0.0021
Si -1.849 -0.655 -0.509 -0.0296
C -3.459 0.381 0.065 0.0005
C -3.471 0.642 1.571 0.0023
C -4.778 -0.267 -0.349 -0.0007
C -3.343 1.737 -0.637 -0.0013
C -2.107 -2.931 0.423 -0.1382
C -3.286 -3.563 -0.231 -0.0234
C -2.246 -2.705 1.888 -0.0066
C -0.785 -3.473 -0.008 -0.0131
H -3.123 -1.649 -2.510 -0.0006
H -1.381 -1.883 -2.668 0.0001
H -2.080 -0.323 -2.973 -0.0004
H -3.706 -0.256 2.133 0.0002
H -4.232 1.383 1.806 0.0002
H -2.505 1.019 1.904 0.0047
H -4.950 -1.189 0.197 0.0000
H -4.809 -0.465 -1.417 0.0000
H -5.603 0.405 -0.116 -0.0001
H -2.496 2.288 -0.236 -0.0005
H -4.241 2.322 -0.448 0.0001
H -3.230 1.639 -1.713 0.0001
H -4.220 -3.104 0.074 -0.0012
H -3.327 -4.609 0.087 -0.0101
H -3.213 -3.567 -1.313 -0.0014
H -3.231 -2.333 2.149 -0.0005
H -1.487 -2.024 2.270 0.0105
H -2.113 -3.658 2.407 -0.0077
H -0.733 -3.587 -1.088 -0.0007
H -0.637 -4.461 0.439 -0.0046
H 0.023 -2.834 0.337 -0.0041
S 0.114 -0.178 2.425 0.8016
```

Net charge ... +1
E_HOMO (spin up / spin down) ... -0.3514 / -0.3712 Eh
2S+1 ... 2



DFT (ωB97M-V/def2-TZVPD) results for C15H17ClN6O3S in the gas phase at a distorted geometry.

XYZ file:
```
43
Properties=species:S:1:pos:R:3:nbo_charge:R:1
C -0.038 -1.009 2.174 -0.6470
C -1.179 -0.876 1.240 0.1888
N -1.632 0.292 0.849 -0.2848
N -2.685 0.066 0.048 -0.1674
C -3.320 1.201 -0.569 -0.2080
C -2.658 1.526 -1.920 -0.5030
C -1.155 1.345 -1.787 0.6712
O -0.535 0.434 -2.297 -0.6261
N -0.544 2.307 -1.056 -0.4553
N 0.778 2.101 -0.677 -0.4347
C 1.141 2.369 0.598 0.2840
S 0.223 3.382 1.534 -0.2569
N 2.328 1.901 1.057 -0.5924
C 3.155 0.894 0.552 0.1430
C 2.666 -0.214 -0.140 -0.2810
C 3.531 -1.192 -0.593 -0.1402
C 4.892 -1.078 -0.352 -0.0780
Cl 5.971 -2.296 -0.926 0.0153
C 5.389 0.003 0.360 -0.2035
C 4.524 0.979 0.809 -0.2238
C -2.932 -1.241 -0.122 0.2368
C -4.018 -1.761 -0.982 -0.6721
C -1.970 -1.902 0.650 -0.0748
N -1.808 -3.285 0.825 0.5279
O -0.870 -3.663 1.502 -0.3895
O -2.613 -4.034 0.297 -0.4073
H 0.330 -0.021 2.436 0.2323
H 0.757 -1.603 1.728 0.2370
H -0.359 -1.530 3.074 0.2407
H -3.196 2.034 0.127 0.2339
H -4.384 0.999 -0.703 0.2230
H -3.005 0.839 -2.692 0.2371
H -2.897 2.547 -2.214 0.2381
H -1.019 2.907 -0.380 0.4325
H 1.225 1.374 -1.228 0.4329
H 2.667 2.381 1.881 0.4253
H 1.607 -0.350 -0.297 0.2322
H 3.146 -2.046 -1.125 0.2269
H 6.447 0.079 0.559 0.2327
H 4.908 1.821 1.366 0.2193
H -4.099 -2.836 -0.850 0.2759
H -3.800 -1.554 -2.029 0.2340
H -4.968 -1.294 -0.728 0.2253
```

Net charge ... 0
SMILES ... Cc1nn(CCC(=O)NNC(=S)Nc2ccc(Cl)cc2)c(C)c1[N+](=O)[O-]
E_HOMO ... -0.3124 Eh



DFT (ωB97M-V/def2-TZVPD) results for CHI3S as an isolated structure at a distorted geometry.

XYZ file:
```
6
Properties=species:S:1:pos:R:3:nbo_charge:R:1
C -0.493 0.181 0.070 -0.8657
S 1.652 0.169 -0.935 -0.0959
I -1.235 2.126 -0.083 0.2882
I -0.175 -0.400 2.057 0.2813
I -1.578 -1.255 -1.086 0.2667
H 1.829 -0.820 -0.023 0.1255
```

Net charge ... 0
E_HOMO ... -0.3409 Eh